Record 1
Entry from the OMol25 dataset: a structure of composition C28H45BrN2OP2Pd in a non-equilibrium geometry (ωB97M-V/def2-TZVPD).

Structure (XYZ):
```
80
C28H45BrN2OP2Pd, DFT ωB97M-V/def2-TZVPD
C -0.693 4.673 -3.081
C -0.739 3.544 -3.926
C -0.893 3.706 -5.302
C -0.956 5.018 -5.795
N -0.833 6.082 -4.999
C -0.729 5.932 -3.679
C -0.687 2.219 -3.343
C -0.825 1.712 -2.128
C -1.192 1.821 -0.741
C -0.171 1.658 0.215
C -0.509 1.162 1.465
C -1.845 0.776 1.699
C -2.887 1.275 0.900
C -2.548 1.683 -0.387
Pd -0.370 0.324 -3.409
P 2.086 -1.009 0.506
H -0.983 2.856 -5.978
H -0.626 4.591 -2.000
H -1.110 5.210 -6.861
H -0.686 6.853 -3.083
H -3.302 1.709 -1.190
H 0.882 1.750 -0.089
H -3.916 1.253 1.228
H 0.249 0.971 2.216
C 1.869 -2.407 1.705
C 2.867 -3.554 1.668
H 0.852 -2.784 1.517
H 1.833 -1.913 2.687
H 2.670 -4.246 2.494
H 2.802 -4.128 0.737
H 3.899 -3.214 1.788
C 3.067 -1.748 -0.882
C 3.515 -0.688 -1.889
H 2.394 -2.475 -1.363
H 3.916 -2.300 -0.455
H 3.769 -1.163 -2.847
H 2.726 0.060 -2.074
H 4.412 -0.159 -1.539
C 3.329 0.009 1.404
C 4.717 -0.583 1.578
H 2.874 0.228 2.387
H 3.396 0.963 0.859
H 5.384 0.194 1.965
H 4.730 -1.397 2.307
H 5.151 -0.944 0.641
Br -2.166 -0.507 3.017
P -1.991 -2.326 -2.121
C -0.168 -2.462 -1.823
C 0.206 -3.949 -1.717
H 0.083 -1.914 -0.900
H 0.373 -1.998 -2.664
H 1.280 -4.104 -1.567
H -0.307 -4.455 -0.891
H -0.065 -4.474 -2.641
C -2.475 -2.690 -0.365
C -3.902 -3.204 -0.214
H -2.328 -1.766 0.220
H -1.777 -3.436 0.038
H -4.175 -3.259 0.846
H -4.637 -2.564 -0.712
H -3.998 -4.213 -0.628
C -2.895 -0.735 -2.272
C -3.303 -0.413 -3.707
H -2.115 -0.056 -1.900
H -3.744 -0.674 -1.579
H -2.997 0.602 -3.995
H -2.831 -1.119 -4.399
H -4.390 -0.475 -3.844
C -0.622 2.134 4.854
N 0.252 1.322 5.675
C 0.026 1.309 7.112
C 1.203 0.541 5.116
O 1.418 0.456 3.898
H -1.012 2.948 5.468
H -1.466 1.539 4.479
H -0.075 2.535 3.996
H 0.734 0.610 7.565
H 0.185 2.312 7.531
H -1.002 0.995 7.343
H 1.792 -0.031 5.857
```

* Kohn-Sham gap (spin up / spin down): 0.226 / 0.113 Ha
* total charge: +4
* spin multiplicity: 5
* E_LUMO (spin up / spin down): -11.83 / -14.84 eV
* energy above the lowest of the compared OMol25 structures with the same formula, charge and spin: 1.3088 eV

Atomic partial charges in e from the Mulliken method, atoms 1 to 4: -0.402 0.553 -0.298 -0.471



Record 2
Entry from the OMol25 dataset: a structure of composition C28H45FGe2N3S4SbTc (ωB97M-V/def2-TZVPD).

Structure (XYZ):
```
85
C28H45FGe2N3S4SbTc, DFT ωB97M-V/def2-TZVPD
Tc -0.990 -0.373 -0.671
C -0.531 2.052 4.893
C -0.311 1.923 3.381
Ge 0.625 0.286 2.890
C -0.173 -1.463 3.252
C -0.359 -1.732 4.750
C 2.526 0.288 3.191
C 3.516 0.207 2.296
Ge 3.226 0.135 0.357
C 3.278 -1.587 -0.560
C 4.672 -2.004 -1.044
C 3.534 1.736 -0.716
C 4.992 2.183 -0.861
C 4.956 0.170 2.629
C 5.438 0.266 3.936
C 6.797 0.221 4.187
C 7.706 0.081 3.143
C 7.248 -0.016 1.840
C 5.885 0.031 1.597
H -0.990 3.013 5.121
H 0.409 2.007 5.445
H -1.186 1.273 5.284
H 0.309 2.743 3.013
H -1.257 1.978 2.837
H 0.512 -2.196 2.819
H -1.125 -1.552 2.722
H 0.584 -1.650 5.292
H -0.734 -2.743 4.912
H -1.066 -1.039 5.207
H 2.797 0.334 4.245
H 2.601 -1.481 -1.415
H 2.859 -2.339 0.112
H 5.129 -1.240 -1.677
H 4.601 -2.916 -1.635
H 5.343 -2.205 -0.210
H 2.938 2.535 -0.266
H 3.106 1.518 -1.702
H 5.424 2.463 0.099
H 5.041 3.052 -1.516
H 5.618 1.406 -1.303
H 4.761 0.380 4.772
H 7.156 0.299 5.204
H 8.767 0.048 3.348
H 7.946 -0.125 1.020
H 5.566 -0.050 0.555
S -1.172 3.415 -1.249
Sb 0.158 2.474 -2.733
S -0.427 0.058 -2.740
S 0.744 0.400 0.518
S 1.649 2.958 -4.229
F -5.037 -3.497 -3.341
C -3.968 -3.183 -2.654
C -4.100 -2.996 -1.276
C -2.978 -2.670 -0.560
C -1.718 -2.506 -1.201
C -0.514 -2.343 -0.393
C -1.641 -2.743 -2.607
C -2.751 -3.071 -3.333
H -5.062 -3.167 -0.812
H -3.027 -2.589 0.520
H 0.435 -2.596 -0.859
H -0.566 -2.637 0.652
H -0.676 -2.695 -3.098
H -2.714 -3.272 -4.395
C -5.736 -0.912 1.097
N -4.415 -0.290 0.950
C -3.598 -0.333 2.162
C -4.026 0.333 -0.160
N -2.678 0.515 -0.419
N -4.888 0.845 -1.027
C -4.487 1.138 -2.410
C -6.207 1.378 -0.646
H -5.595 -1.888 1.563
H -6.202 -1.044 0.126
H -6.390 -0.323 1.738
H -4.122 0.187 2.965
H -2.642 0.154 1.997
H -3.446 -1.368 2.473
H -2.503 1.481 -0.735
H -3.668 0.492 -2.714
H -4.192 2.184 -2.515
H -5.342 0.955 -3.057
H -6.275 1.488 0.431
H -7.015 0.749 -1.013
H -6.302 2.365 -1.096
```

* Kohn-Sham gap: 0.174 Ha
* total charge: +3
* spin multiplicity: 1
* E_LUMO: -10.59 eV
* energy above the lowest of the compared OMol25 structures with the same formula, charge and spin: 0.0000 eV

Atomic partial charges in e from the Mulliken method, atoms 1 to 4: 0.506 -1.240 -0.219 -0.412



Record 3
Entry from the OMol25 dataset: a cluster of 4 separate species, C28H45IN3O11S4 in total in a non-equilibrium geometry (ωB97M-V/def2-TZVPD).

Structure (XYZ):
```
92
C28H45IN3O11S4, DFT ωB97M-V/def2-TZVPD
C -1.478 2.550 2.695
O -1.291 1.771 1.487
C 0.018 1.948 0.914
C 1.233 1.769 1.940
C 2.154 3.027 2.145
N 1.872 4.315 1.454
C 1.300 5.054 2.383
S 0.484 6.180 3.301
C 3.378 2.910 3.089
C 3.597 1.527 3.802
C 4.870 1.434 4.764
C 5.969 0.506 3.805
C 7.562 1.078 3.846
O 7.001 -0.266 4.569
C 2.605 0.329 3.558
C 2.873 -1.025 4.355
C 3.093 -2.319 3.434
C 3.430 -3.547 4.456
I 1.468 -4.367 5.068
N 1.509 0.516 2.642
C 0.520 -0.586 2.345
C 0.775 -1.342 1.060
C -0.174 -2.486 0.651
C -1.319 -2.637 1.670
C -1.375 -1.716 2.877
N -0.505 -0.683 3.317
H -1.274 1.946 3.657
H -2.606 2.803 2.739
H -0.939 3.561 2.672
H 0.146 1.114 0.122
H 0.062 2.944 0.333
H 4.070 3.812 3.272
H 5.395 2.425 4.948
H 4.678 0.811 5.697
H 5.559 0.076 2.761
H 8.531 0.491 3.854
H 7.513 1.038 2.668
H 3.752 -0.969 5.086
H 1.934 -1.200 5.011
H 2.145 -2.661 2.876
H 3.912 -2.193 2.646
H 4.052 -4.360 3.943
H 3.904 -3.159 5.419
H 1.678 -1.094 0.409
H -0.066 -3.105 -0.294
H -2.130 -3.421 1.504
H -2.285 -1.872 3.571
O -4.699 4.851 -1.728
S -4.631 3.738 -2.638
O -5.630 2.702 -2.656
O -3.169 3.049 -2.513
C -2.730 2.618 -1.227
C -3.413 1.331 -0.803
C -4.440 4.362 -4.284
H -2.878 3.408 -0.484
H -1.654 2.443 -1.301
H -4.481 1.489 -0.637
H -2.981 0.952 0.125
H -3.316 0.568 -1.580
H -3.654 5.116 -4.289
H -5.389 4.807 -4.583
H -4.192 3.535 -4.949
O 4.573 -4.655 0.556
S 4.641 -5.763 -0.364
O 3.637 -6.791 -0.395
O 6.096 -6.457 -0.241
C 6.532 -6.902 1.045
C 5.842 -8.191 1.455
C 4.839 -5.127 -2.005
H 6.385 -6.119 1.795
H 7.607 -7.081 0.971
H 4.775 -8.030 1.621
H 6.272 -8.580 2.381
H 5.938 -8.946 0.672
H 5.629 -4.377 -2.002
H 3.893 -4.676 -2.305
H 5.086 -5.951 -2.675
O -7.220 1.159 -8.021
S -7.625 2.539 -8.054
O -6.683 3.614 -7.887
O -8.846 2.751 -7.011
C -8.653 2.358 -5.652
C -7.786 3.352 -4.901
C -8.549 2.828 -9.536
H -8.234 1.349 -5.597
H -9.640 2.323 -5.188
H -6.766 3.352 -5.287
H -7.745 3.105 -3.839
H -8.176 4.367 -5.017
H -9.296 2.043 -9.648
H -7.851 2.805 -10.373
H -9.021 3.809 -9.472
```

* Kohn-Sham gap: 0.247 Ha
* total charge: +1
* spin multiplicity: 1
* E_LUMO: -4.42 eV

Atomic partial charges in e from the Mulliken method, atoms 1 to 4: -0.472 0.033 -1.236 0.758



Electronic energy / eV: -126844.40561, -202037.44578, -108177.39780